{
  "formula": "C7H6",
  "method": "ωB97M-V/def2-TZVPD",
  "e_above_lowest_kcal_mol": 75.4,
  "charge": 0,
  "s2": 2.02,
  "total_energy_ev": -7345.579,
  "lumo_energy_ev": [0.98, -2.39],
  "homo_lumo_gap_ev": [6.58, 7.49],
  "spin_multiplicity": 3,
  "species": ["C", "C", "C", "C", "C", "C", "C", "H", "H", "H", "H", "H", "H"],
  "positions_angstrom": [[0.19, -1.28, 0.37], [0.64, 1.20, 0.61], [-0.99, -1.94, 0.18], [-1.70, -0.74, -0.20], [-0.15, 0.08, -0.12], [-1.77, 0.49, -0.58], [0.67, 1.02, -0.84], [1.47, 0.88, 1.20], [-1.35, -2.83, 0.53], [1.21, -1.39, 0.66], [1.51, 0.67, -1.49], [0.13, 2.07, 0.98], [0.14, 1.77, -1.31]]
}